1.
11
Properties=species:S:1:pos:R:3:forces:R:3:mulliken_charge:R:1 method="wB97M-V/def2-TZVPD" multiplicity=1 energy_ha=-285.36843 gap_ev=10.700 max_force_ha_per_bohr=0.014 total_charge=0 smiles="C#CCC(N)=O" lumo_energy_ev=0.85
N -1.163 1.079 0.217 -0.07 -0.02 -0.06 -0.32
C -1.241 -0.275 0.215 -0.04 -0.03 0.00 0.47
O -2.263 -0.888 0.461 0.39 0.13 -0.18 -0.61
C 0.074 -1.013 -0.098 0.07 -0.04 0.03 -0.48
C 1.286 -0.205 -0.091 0.51 0.29 -0.22 -0.73
C 2.285 0.430 -0.307 -0.28 -0.12 0.42 0.31
H -2.000 1.609 0.407 0.12 -0.11 -0.01 0.22
H -0.295 1.559 0.042 -0.09 -0.09 0.01 0.18
H 0.122 -1.847 0.609 0.08 0.11 -0.14 0.29
H 0.084 -1.430 -1.112 -0.66 -0.14 0.19 0.23
H 3.188 0.986 -0.398 -0.03 0.00 -0.05 0.44


2.
11
Properties=species:S:1:pos:R:3:forces:R:3:mulliken_charge:R:1 method="wB97M-V/def2-TZVPD" multiplicity=1 energy_ha=-285.25700 gap_ev=9.755 max_force_ha_per_bohr=0.108 total_charge=0 smiles="C1=CCON=C1" lumo_energy_ev=0.68
C -1.020 0.931 0.154 1.11 -0.35 -5.23 -0.35
C 0.373 -1.443 -0.015 -0.84 -3.54 2.02 0.02
C 1.170 -0.293 -0.147 4.73 -1.22 -0.33 -0.25
C 0.603 0.839 -0.019 -3.70 4.15 0.37 -0.25
H -1.304 1.583 -0.851 0.24 -1.11 3.23 0.22
H -1.404 1.249 1.117 0.01 0.10 -0.10 0.29
H 0.650 -2.485 0.390 0.64 1.83 -1.08 0.33
H 2.325 -0.256 -0.217 -2.11 -0.72 -0.19 0.25
H 1.199 1.766 -0.178 -0.90 -0.51 0.48 0.31
N -0.894 -1.471 0.041 -1.47 -1.57 -0.40 -0.37
O -1.698 -0.421 -0.275 2.29 2.94 1.24 -0.20


ΔE to the lowest compared entry with this formula, charge and spin? In order: 121.17; 413.73 kJ/mol.